[1]
{"formula": "C9H12", "method": "ωB97M-V with the def2-TZVPD basis set", "elements": ["C", "C", "C", "C", "C", "C", "C", "C", "C", "H", "H", "H", "H", "H", "H", "H", "H", "H", "H", "H", "H"], "coordinates": [[0.064, -0.576, 1.156], [-0.193, 1.550, -0.332], [0.745, 0.757, 0.586], [0.250, 0.230, -0.873], [-0.561, -0.819, -0.156], [1.803, 0.531, -0.361], [-1.613, 1.865, 0.060], [-1.672, -1.680, -0.574], [2.877, -0.473, -0.194], [0.915, -1.212, 1.434], [-0.629, -0.555, 2.001], [0.309, 2.404, -0.775], [-2.066, 1.057, 0.628], [-2.217, 2.047, -0.827], [-1.621, 2.766, 0.671], [-1.824, -1.625, -1.650], [-2.598, -1.375, -0.079], [-1.483, -2.719, -0.287], [2.581, -1.327, 0.440], [3.729, 0.003, 0.293], [3.204, -0.849, -1.162]], "mulliken_charge": [-0.71, -0.11, 0.42, 0.23, 0.38, -0.20, -1.47, -1.31, -1.19, 0.23, 0.30, 0.55, 0.26, 0.33, 0.39, 0.34, 0.25, 0.33, 0.31, 0.33, 0.31], "energy_ev": -9520.7247, "total_charge": 0, "de_lowest_kj_mol": 590.0, "largest_force_ev_per_a": 2.93, "homo_energy_ev": [-7.2, -7.6], "spin_multiplicity": 1, "e_lumo_ev": [-0.096, 0.627]}

=====

[2]
{"formula": "C35H26BiN10O7S", "method": "ωB97M-V with the def2-TZVPD basis set", "elements": ["Bi", "O", "C", "N", "C", "O", "C", "C", "C", "C", "C", "N", "C", "C", "C", "C", "C", "N", "H", "H", "H", "H", "H", "H", "H", "H", "N", "C", "C", "C", "C", "C", "C", "S", "O", "O", "N", "C", "N", "C", "C", "C", "N", "H", "H", "H", "H", "H", "H", "H", "H", "H", "C", "O", "C", "C", "C", "C", "C", "C", "O", "C", "O", "C", "H", "H", "H", "H", "H", "H", "H", "H", "H", "N", "C", "C", "C", "N", "C", "N"], "coordinates": [[-0.918, 0.028, 0.850], [-4.366, -0.775, 3.611], [-3.432, -0.799, 2.834], [-3.042, 0.149, 1.936], [-3.729, 1.341, 1.825], [-4.410, 1.891, 2.659], [-3.575, 1.980, 0.452], [-4.322, 3.097, 0.123], [-4.173, 3.640, -1.142], [-3.314, 3.030, -2.043], [-2.605, 1.915, -1.630], [-2.723, 1.414, -0.403], [-2.604, -2.075, 2.745], [-2.895, -3.142, 3.577], [-2.162, -4.308, 3.435], [-1.182, -4.380, 2.456], [-0.945, -3.268, 1.669], [-1.639, -2.141, 1.828], [-4.979, 3.523, 0.868], [-4.711, 4.536, -1.422], [-3.171, 3.425, -3.038], [-1.905, 1.412, -2.287], [-3.686, -3.027, 4.304], [-2.355, -5.156, 4.080], [-0.592, -5.273, 2.310], [-0.176, -3.258, 0.904], [5.233, 2.809, -1.436], [4.702, 1.678, -0.820], [4.309, 0.574, -1.575], [3.678, -0.502, -0.974], [3.495, -0.512, 0.401], [3.982, 0.535, 1.178], [4.564, 1.628, 0.569], [2.529, -1.786, 1.138], [3.311, -2.469, 2.132], [1.976, -2.552, 0.043], [1.268, -1.017, 1.784], [1.228, -0.458, 3.015], [2.275, -0.349, 3.851], [2.042, 0.243, 5.012], [0.812, 0.762, 5.389], [-0.198, 0.640, 4.455], [-0.008, 0.028, 3.298], [4.923, 2.929, -2.388], [5.075, 3.657, -0.914], [4.452, 0.589, -2.650], [3.295, -1.326, -1.561], [3.852, 0.503, 2.252], [4.889, 2.473, 1.165], [2.897, 0.320, 5.678], [0.659, 1.253, 6.338], [-1.192, 1.042, 4.625], [-1.389, -5.241, -3.871], [-0.589, -4.285, -4.541], [-0.378, -3.098, -3.910], [0.457, -2.193, -4.597], [0.713, -0.985, -4.016], [0.215, -0.612, -2.748], [0.666, 0.646, -2.169], [1.206, 1.738, -3.065], [0.642, 0.879, -0.958], [-0.663, -1.513, -2.078], [-1.301, -1.267, -0.976], [-0.928, -2.763, -2.698], [-1.429, -6.114, -4.518], [-2.401, -4.864, -3.705], [-0.950, -5.518, -2.910], [0.878, -2.474, -5.551], [1.360, -0.295, -4.543], [0.516, 1.943, -3.886], [2.161, 1.443, -3.501], [1.367, 2.632, -2.466], [-1.589, -3.422, -2.156], [-0.563, 2.634, 1.461], [-0.258, 3.456, 0.701], [0.137, 4.440, -0.208], [-0.821, 5.302, -0.796], [-1.603, 6.005, -1.276], [1.498, 4.503, -0.603], [2.607, 4.553, -0.925]], "mulliken_charge": [3.66, -0.71, -0.15, 0.11, -0.23, -0.68, 0.50, -0.72, -0.28, -0.90, -0.08, 0.18, 0.39, -0.62, -0.38, -1.01, -0.27, 0.22, 0.51, 0.42, 0.39, 0.30, 0.54, 0.40, 0.48, 0.53, -0.63, 0.49, -0.45, -0.15, -0.51, -0.55, -0.71, 1.19, -0.76, -0.72, -0.27, 0.21, -0.61, -0.36, -0.89, -0.29, 0.14, 0.25, 0.31, 0.45, 0.45, 0.59, 0.35, 0.41, 0.40, 0.50, -0.79, -0.47, 0.98, -1.19, -1.32, 0.77, 0.93, -1.61, -0.55, 0.28, -0.86, -0.30, 0.24, 0.30, 0.33, 0.45, 0.36, 0.39, 0.43, -0.12, 0.32, -0.65, 0.33, 0.11, 0.20, -0.60, 0.15, -0.53], "energy_ev": -82629.4981, "total_charge": -1, "de_lowest_kj_mol": 21.9, "largest_force_ev_per_a": 0.40, "homo_energy_ev": -5.6, "spin_multiplicity": 1, "e_lumo_ev": 2.040}